Formula: C27H32BrFO5S
Source: the Open Molecules 2025 dataset
Level of theory: the ωB97M-V functional and the def2-TZVPD basis

```
67
C27H32BrFO5S (the ωB97M-V functional and the def2-TZVPD basis)
C 0.05 -4.40 -0.81
C -0.14 -3.44 0.50
C 0.04 -1.94 -0.08
C -1.16 -1.23 -0.81
Br -2.91 -2.19 -0.97
C -1.06 0.18 -1.42
C 0.29 0.92 -1.30
C 1.52 0.26 -0.57
C 1.37 -1.16 0.03
S 2.86 -1.92 0.84
C 2.90 1.10 -0.52
O 3.60 1.17 0.51
C 3.25 1.86 -1.90
C 4.69 1.87 -2.45
O 5.71 1.19 -1.71
C 4.95 2.60 -3.79
C 3.74 3.26 -4.48
C 4.03 3.98 -5.90
F 2.80 4.59 -6.39
C 4.45 2.78 -6.92
C 3.71 2.86 -8.34
C 2.29 3.25 -3.95
C 2.02 2.53 -2.62
C 0.57 2.38 -1.93
O -0.28 3.30 -1.90
H 1.07 -4.95 -0.79
H 0.09 -3.74 -1.75
H -0.83 -5.12 -0.96
H -1.15 -3.57 1.00
H 0.72 -3.72 1.21
H -1.90 0.72 -1.99
H 3.63 -2.32 -0.26
H 6.26 1.86 -1.26
H 6.01 2.61 -4.24
H 4.87 4.77 -5.79
H 5.59 2.71 -6.98
H 4.11 1.79 -6.42
H 2.60 2.62 -8.13
H 4.09 2.00 -8.98
H 3.87 3.88 -8.81
H 1.42 3.73 -4.52
C -2.17 -2.32 4.99
C -1.23 -3.18 5.80
C -0.78 -4.21 4.78
O -0.82 -3.57 3.50
C -1.51 -2.32 3.63
H -2.32 -1.32 5.40
H -3.15 -2.81 4.92
H -0.37 -2.58 6.12
H -1.68 -3.63 6.68
H -1.47 -5.06 4.74
H 0.22 -4.59 4.97
H -0.76 -1.52 3.56
H -2.22 -2.20 2.81
C -6.08 1.45 3.39
C -5.61 1.76 4.80
C -5.24 0.38 5.32
O -4.80 -0.38 4.19
C -5.13 0.33 2.99
H -6.03 2.30 2.72
H -7.11 1.08 3.42
H -4.73 2.40 4.77
H -6.37 2.25 5.41
H -6.11 -0.13 5.75
H -4.45 0.42 6.07
H -4.21 0.73 2.57
H -5.58 -0.36 2.27
```

Values from the calculation:
charge	0
highest occupied orbital energy	-8.8	eV
LUMO energy	-1.130	eV
frontier orbital gap	0.2825	Eh

These are the Löwdin partial charges, in e, on atoms 1 to 5: number 1, C, carries -0.12; number 2, C, carries -0.23; number 3, C, carries -0.18; number 4, C, carries -0.50; number 5, Br, carries 0.63


Formula: C27H32Cl2N6O2SSe2V
Source: the Open Molecules 2025 dataset
Level of theory: the ωB97M-V functional and the def2-TZVPD basis

```
73
C27H32Cl2N6O2SSe2V (the ωB97M-V functional and the def2-TZVPD basis)
V 1.11 -0.28 -0.39
Cl 4.98 -5.35 -2.77
C 4.50 -3.83 -2.10
C 3.15 -3.50 -2.11
C 2.76 -2.29 -1.57
N 1.46 -1.76 -1.54
C 0.50 -2.00 -2.47
O 0.18 -3.04 -3.00
C -0.12 -0.68 -2.90
C -0.88 -0.58 -4.05
C -1.22 0.69 -4.51
C -0.81 1.80 -3.79
C -0.08 1.61 -2.62
N 0.26 0.40 -2.19
C 3.71 -1.40 -1.01
C 5.05 -1.74 -1.01
C 5.44 -2.97 -1.55
Cl 7.11 -3.37 -1.53
N 3.12 -0.24 -0.50
C 3.80 0.79 0.05
O 5.01 0.93 0.19
C 2.86 1.86 0.53
C 3.33 3.02 1.12
C 2.41 3.97 1.55
C 1.05 3.73 1.37
C 0.66 2.54 0.78
N 1.54 1.63 0.36
H 2.42 -4.17 -2.53
H -1.13 -1.49 -4.58
H -1.78 0.80 -5.42
H -1.04 2.80 -4.12
H 0.25 2.45 -2.02
H 5.79 -1.08 -0.59
H 4.39 3.14 1.23
H 2.75 4.88 2.01
H 0.31 4.44 1.69
H -0.38 2.29 0.63
C 2.74 -2.87 1.70
Se 1.76 -1.23 2.06
C 0.33 -2.05 3.13
C -0.13 -1.13 4.25
Se -0.73 0.64 3.66
C -0.67 1.45 5.43
H 2.19 -3.51 1.02
H 2.90 -3.37 2.66
H 3.70 -2.60 1.27
H 0.77 -2.94 3.56
H -0.49 -2.34 2.47
H 0.69 -0.94 4.94
H -0.94 -1.60 4.80
H -1.30 0.89 6.11
H -1.04 2.46 5.34
H 0.36 1.47 5.79
C -4.58 0.02 -3.19
C -4.58 0.16 -1.68
N -3.24 -0.14 -1.15
C -2.78 -0.12 0.10
S -1.23 -0.81 0.45
N -3.44 0.35 1.16
C -4.71 1.05 1.32
C -4.56 2.56 1.12
H -5.58 0.21 -3.57
H -4.28 -0.98 -3.49
H -3.90 0.74 -3.64
H -5.30 -0.54 -1.25
H -4.87 1.17 -1.40
H -2.62 -0.61 -1.79
H -2.85 0.35 1.99
H -5.04 0.84 2.34
H -5.46 0.63 0.66
H -3.81 2.96 1.80
H -5.51 3.06 1.32
H -4.25 2.79 0.10
```

Values from the calculation:
charge	+1
highest occupied orbital energy (alpha / beta)	-9.8 / -9.9	eV
⟨S²⟩	2.02
LUMO energy (alpha / beta)	-3.158 / -3.146	eV
spin multiplicity	3
frontier orbital gap (alpha / beta)	0.2443 / 0.2480	Eh

These are the Löwdin partial charges, in e, on atoms 1 to 5: number 1, V, carries 0.61; number 2, Cl, carries 0.69; number 3, C, carries -0.68; number 4, C, carries -0.03; number 5, C, carries -0.22


Formula: C27H32Cl2N6O3W
Source: the Open Molecules 2025 dataset
Level of theory: the ωB97M-V functional and the def2-TZVPD basis

```
71
C27H32Cl2N6O3W (the ωB97M-V functional and the def2-TZVPD basis)
W 0.85 0.96 0.22
C 3.41 2.09 0.38
N 2.81 0.81 0.76
C 2.80 0.60 2.21
C 1.66 -0.29 2.62
C 1.73 -1.09 3.75
C 0.63 -1.88 4.08
C -0.51 -1.83 3.28
C -0.49 -1.00 2.17
N 0.56 -0.22 1.84
C 3.36 -0.33 0.01
C 2.37 -1.10 -0.85
C 2.80 -2.24 -1.53
C 1.89 -2.93 -2.34
C 0.59 -2.47 -2.44
C 0.24 -1.33 -1.74
N 1.10 -0.64 -0.95
C 2.86 2.57 -0.94
C 3.60 3.39 -1.78
C 3.03 3.81 -2.98
C 1.73 3.40 -3.29
C 1.07 2.59 -2.38
N 1.60 2.19 -1.21
H 4.51 2.02 0.36
H 3.16 2.87 1.11
H 2.63 1.55 2.74
H 3.76 0.21 2.56
H 2.62 -1.11 4.37
H 0.65 -2.51 4.96
H -1.38 -2.43 3.50
H -1.34 -0.92 1.51
H 3.83 -1.05 0.69
H 4.17 -0.01 -0.66
H 3.82 -2.58 -1.44
H 2.21 -3.82 -2.87
H -0.14 -2.98 -3.06
H -0.76 -0.92 -1.78
H 4.61 3.70 -1.52
H 3.58 4.45 -3.66
H 1.26 3.70 -4.21
H 0.06 2.24 -2.57
Cl 1.45 3.01 1.34
C -0.13 3.00 2.10
Cl -1.04 1.59 1.57
H -0.67 3.91 1.82
H -0.01 2.96 3.19
C -5.41 -1.05 1.06
C -4.04 -0.37 0.99
C -3.15 -0.75 -0.24
C -3.91 -0.50 -1.58
C -3.06 -0.74 -2.82
C -2.80 -2.21 -0.12
O -3.50 -3.14 -0.52
N -1.64 -2.43 0.55
C -0.55 -1.62 0.40
O 0.55 -2.14 0.53
N -0.74 -0.34 0.10
C -1.94 0.18 -0.16
O -2.11 1.39 -0.34
H -5.93 -0.73 1.97
H -5.32 -2.14 1.11
H -6.04 -0.78 0.21
H -3.50 -0.60 1.91
H -4.21 0.71 1.00
H -4.28 0.53 -1.61
H -4.78 -1.15 -1.65
H -2.20 -0.06 -2.87
H -3.66 -0.57 -3.72
H -2.68 -1.76 -2.87
H -1.38 -3.40 0.63
H -0.26 1.71 -0.90
```

Values from the calculation:
charge	+2
highest occupied orbital energy	-12.8	eV
LUMO energy	-6.178	eV
frontier orbital gap	0.2447	Eh

These are the Löwdin partial charges, in e, on atoms 1 to 5: number 1, W, carries 1.27; number 2, C, carries -0.24; number 3, N, carries -0.33; number 4, C, carries -0.11; number 5, C, carries -0.21


Formula: C27H32Cl2N6O3W
Source: the Open Molecules 2025 dataset
Level of theory: the ωB97M-V functional and the def2-TZVPD basis

```
71
C27H32Cl2N6O3W (the ωB97M-V functional and the def2-TZVPD basis)
W -0.63 0.28 -0.32
C -2.15 0.31 -2.82
N -0.75 0.31 -2.38
C 0.05 1.25 -3.18
C 0.39 2.39 -2.28
C 0.65 3.68 -2.72
C 0.92 4.66 -1.77
C 0.92 4.32 -0.42
C 0.66 3.00 -0.08
N 0.41 2.03 -0.98
C -0.13 -1.02 -2.44
C -0.69 -2.08 -1.52
C -0.68 -3.42 -1.92
C -1.08 -4.41 -1.02
C -1.45 -4.04 0.26
C -1.43 -2.69 0.58
N -1.08 -1.70 -0.28
C -3.15 0.30 -1.68
C -4.44 0.79 -1.90
C -5.34 0.83 -0.83
C -4.93 0.39 0.41
C -3.64 -0.10 0.53
N -2.75 -0.19 -0.49
H -2.37 1.22 -3.38
H -2.37 -0.53 -3.50
H 1.00 0.82 -3.52
H -0.46 1.60 -4.09
H 0.63 3.93 -3.78
H 1.12 5.68 -2.08
H 1.12 5.06 0.34
H 0.65 2.68 0.96
H -0.15 -1.39 -3.47
H 0.93 -0.94 -2.15
H -0.35 -3.70 -2.92
H -1.08 -5.45 -1.31
H -1.75 -4.77 1.00
H -1.70 -2.35 1.58
H -4.74 1.16 -2.87
H -6.34 1.22 -0.97
H -5.59 0.42 1.27
H -3.26 -0.45 1.49
Cl -1.48 0.58 1.91
C -2.11 2.17 1.58
Cl -1.69 2.43 -0.09
H -1.63 2.91 2.21
H -3.19 2.19 1.71
C 4.52 -0.08 0.26
C 4.16 -1.25 1.16
C 2.85 -1.07 1.98
C 2.63 -2.35 2.84
C 1.37 -2.32 3.70
C 3.04 0.09 2.91
O 3.93 0.15 3.76
N 2.15 1.10 2.75
C 1.12 1.17 1.86
O 0.43 2.18 1.88
N 0.93 0.16 1.02
C 1.68 -0.94 1.00
O 1.48 -1.86 0.21
H 5.46 -0.29 -0.27
H 4.66 0.84 0.83
H 3.75 0.10 -0.50
H 5.00 -1.42 1.85
H 4.09 -2.15 0.54
H 3.49 -2.50 3.50
H 2.58 -3.23 2.19
H 1.38 -1.49 4.42
H 1.30 -3.25 4.28
H 0.46 -2.24 3.09
H 2.24 1.90 3.36
H 0.46 -0.66 -1.30
```

Values from the calculation:
charge	+2
highest occupied orbital energy (alpha / beta)	-11.8 / -13.6	eV
⟨S²⟩	2.01
LUMO energy (alpha / beta)	-6.016 / -6.336	eV
spin multiplicity	3
frontier orbital gap (alpha / beta)	0.2132 / 0.2675	Eh

These are the Löwdin partial charges, in e, on atoms 1 to 5: number 1, W, carries 1.28; number 2, C, carries -0.07; number 3, N, carries -0.28; number 4, C, carries -0.07; number 5, C, carries -0.26


no.,E (eV)
1,-122340.6748
2,-233813.1310
3,-70447.5045
4,-70448.4385